1.
# C4H5N7O2

A single C4H5N7O2 molecule in a non-equilibrium geometry (ωB97M-V with the def2-TZVPD basis set, OMol25).

## Properties
- strongest force on any atom (eV Å⁻¹) = 5.0
- E_HOMO (eV) = -9.34
- relative energy (zero: lowest compared OMol25 entry of this formula, charge and spin) (kcal/mol) = 0.0
- SMILES = O=[N+]([O-])/N=c1/nc2n([nH]1)CC=NN2
- gap between HOMO and LUMO (Eh) = 0.3432
- calculated total energy (hartree) = -688.96843

Each line ends with the natural charge from an NBO analysis.
Atoms and positions in Å:
H (2.1301, 1.1912, -2.2706)  0.42
O (-3.0163, 0.1187, 1.2354)  -0.53
C (1.4533, -1.1108, 0.8568)  -0.28
N (2.8324, 0.3817, -0.5832)  -0.21
N (0.5007, -0.3165, 0.1298)  -0.26
C (-1.5961, 0.5857, -0.5715)  0.57
N (-2.8801, 0.8773, -0.8004)  -0.38
N (-3.5828, 0.4894, 0.2162)  0.62
N (1.9021, 0.5937, -1.5027)  -0.40
C (2.7880, -0.2755, 0.4991)  0.05
H (-1.2703, -0.5182, 1.2796)  0.46
N (-0.5689, 0.8565, -1.5321)  -0.51
N (-0.9324, -0.2290, 0.3884)  -0.39
H (1.1928, -1.1338, 2.0381)  0.24
C (0.5803, 0.3530, -1.1619)  0.56
H (3.6084, -0.1930, 1.1822)  0.21
O (-4.7628, 0.4966, 0.1737)  -0.37
H (1.6215, -2.1674, 0.4231)  0.22



2.
# C4H5NO

A single C4H5NO molecule in a non-equilibrium geometry (ωB97M-V with the def2-TZVPD basis set, OMol25).

## Properties
- strongest force on any atom (eV Å⁻¹) = 1.1
- E_HOMO (eV) = -11.20
- relative energy (zero: lowest compared OMol25 entry of this formula, charge and spin) (kcal/mol) = 16.2
- SMILES = CCC(=O)C#N
- gap between HOMO and LUMO (Eh) = 0.4025
- calculated total energy (hartree) = -285.38880

Each line ends with the natural charge from an NBO analysis.
Atoms and positions in Å:
H (1.3149, -0.4427, 0.5037)  0.24
O (-0.5943, -0.0707, -1.8014)  -0.46
C (0.8912, 1.6638, -1.3376)  0.16
C (0.2967, -0.0307, 0.4430)  -0.50
C (-0.7491, -1.0632, 0.8410)  -0.61
H (-0.5173, -1.4863, 1.8220)  0.22
N (1.4864, 2.6194, -1.6035)  -0.25
H (0.2933, 0.8421, 1.1082)  0.24
H (-1.7427, -0.6075, 0.8892)  0.22
C (0.1119, 0.4499, -0.9747)  0.50
H (-0.7910, -1.8743, 0.1101)  0.23



3.
# C4H5NO

A single C4H5NO molecule in a non-equilibrium geometry (ωB97M-V with the def2-TZVPD basis set, OMol25).

## Properties
- strongest force on any atom (eV Å⁻¹) = 5.8
- E_HOMO (eV) = -7.65
- relative energy (zero: lowest compared OMol25 entry of this formula, charge and spin) (kcal/mol) = 66.6
- SMILES = Nc1ccco1
- gap between HOMO and LUMO (Eh) = 0.3129
- calculated total energy (hartree) = -285.30849

Each line ends with the natural charge from an NBO analysis.
Atoms and positions in Å:
C (0.6519, 0.1622, -0.3624)  0.48
C (-0.4269, 1.1893, -0.1458)  -0.40
C (-1.5736, 0.2885, -0.0576)  -0.28
H (-1.6593, -1.8066, 0.0666)  0.19
H (-0.1420, 2.2101, -0.0615)  0.23
H (2.5543, 0.6441, 0.4086)  0.38
H (-2.6817, 0.4052, 0.2148)  0.24
O (0.1741, -0.9812, -0.1866)  -0.41
H (2.2268, -1.1127, 0.3563)  0.40
C (-1.1585, -0.9386, -0.1323)  0.02
N (2.0351, -0.0605, -0.1003)  -0.85



4.
# C4H5NO

A single C4H5NO molecule (ωB97M-V with the def2-TZVPD basis set, OMol25).

## Properties
- strongest force on any atom (eV Å⁻¹) = 0.7
- E_HOMO (alpha / beta) (eV) = -8.88 / -8.88
- relative energy (zero: lowest compared OMol25 entry of this formula, charge and spin) (kcal/mol) = 109.0
- gap between HOMO and LUMO (alpha / beta) (Eh) = 0.3069 / 0.3067
- calculated total energy (hartree) = -285.24085

Each line ends with the natural charge from an NBO analysis.
Atoms and positions in Å:
C (0.9985, -0.9195, -0.1618)  0.23
H (1.1086, -1.9883, 0.0330)  0.18
H (-1.0248, 1.6069, 0.4190)  0.23
H (1.2185, -0.3032, 1.8593)  0.23
H (1.2154, 1.0543, 0.6119)  0.23
O (0.5808, -0.5945, -1.3708)  -0.50
N (-1.6238, 0.4745, -1.9274)  -0.32
C (-1.0280, 0.5516, 0.1630)  -0.27
H (-1.7326, -0.0619, 0.7199)  0.22
C (1.0130, 0.0130, 0.8402)  -0.51
C (-0.7256, 0.1671, -1.1865)  0.29



5.
# C4H5NO

A single C4H5NO molecule in a non-equilibrium geometry (ωB97M-V with the def2-TZVPD basis set, OMol25).

## Properties
- strongest force on any atom (eV Å⁻¹) = 1.3
- E_HOMO (eV) = -9.30
- relative energy (zero: lowest compared OMol25 entry of this formula, charge and spin) (kcal/mol) = 25.8
- SMILES = C/C(C#N)=C/O
- gap between HOMO and LUMO (Eh) = 0.3695
- calculated total energy (hartree) = -285.37349

Each line ends with the natural charge from an NBO analysis.
Atoms and positions in Å:
H (0.4198, -1.9306, 0.8474)  0.22
H (0.4089, -1.7242, -0.9594)  0.22
C (1.4361, 0.5380, 0.2405)  0.24
C (-0.9461, 0.7558, 0.0294)  0.25
H (0.0812, 2.2252, -0.3394)  0.49
H (-1.9599, 0.3746, 0.0903)  0.19
C (0.1133, -0.0249, 0.2441)  -0.29
C (-0.0606, -1.4789, 0.0023)  -0.60
N (2.4850, 1.0373, 0.1942)  -0.32
O (-0.8705, 2.0365, -0.2952)  -0.63
H (-1.1073, -1.8089, -0.0541)  0.22



6.
# C4H5NO

A single C4H5NO molecule (ωB97M-V with the def2-TZVPD basis set, OMol25).

## Properties
- strongest force on any atom (eV Å⁻¹) = 0.8
- E_HOMO (eV) = -10.07
- relative energy (zero: lowest compared OMol25 entry of this formula, charge and spin) (kcal/mol) = 55.7
- SMILES = CC(=O)[C@H]1C=N1
- gap between HOMO and LUMO (Eh) = 0.4039
- calculated total energy (hartree) = -285.32588

Each line ends with the natural charge from an NBO analysis.
Atoms and positions in Å:
C (-0.0914, 0.3310, 1.0191)  -0.29
O (-1.1498, -0.4769, -0.8461)  -0.56
C (-1.5103, 0.6058, 1.2747)  0.12
H (-2.4204, 1.0879, 0.9330)  0.24
C (-0.0579, -0.2308, -0.3618)  0.55
H (2.1077, -0.0996, -0.7083)  0.22
H (0.7692, 0.8175, 1.4857)  0.21
C (1.1798, -0.4058, -1.1929)  -0.71
H (1.2361, -1.4667, -1.4532)  0.25
H (1.0454, 0.1483, -2.1272)  0.24
N (-1.0899, -0.3357, 1.9696)  -0.27



7.
# C4H5NO

A single C4H5NO molecule in a non-equilibrium geometry (ωB97M-V with the def2-TZVPD basis set, OMol25).

## Properties
- strongest force on any atom (eV Å⁻¹) = 1.3
- E_HOMO (eV) = -9.76
- relative energy (zero: lowest compared OMol25 entry of this formula, charge and spin) (kcal/mol) = 63.1
- SMILES = N#CC1(O)CC1
- gap between HOMO and LUMO (Eh) = 0.3885
- calculated total energy (hartree) = -285.31409

Each line ends with the natural charge from an NBO analysis.
Atoms and positions in Å:
C (-0.5249, 0.4257, -0.7015)  -0.40
H (-1.6752, -1.3940, -0.2090)  0.24
N (2.3439, -0.3122, -1.0413)  -0.34
H (-1.7212, -0.1392, 1.1253)  0.25
C (-1.2254, -0.5046, 0.2330)  -0.38
H (-0.2497, 1.4721, -0.7524)  0.24
C (1.4489, -0.6258, -0.3686)  0.24
H (1.2361, 1.0392, 1.4180)  0.48
H (-0.4244, -0.0576, -1.6690)  0.22
C (0.2616, -0.2979, 0.3896)  0.12
O (0.5304, 0.3943, 1.5759)  -0.67



8.
# C4H5NO

A molecular structure, C4H5NO in a non-equilibrium geometry (ωB97M-V with the def2-TZVPD basis set, OMol25).

## Properties
- strongest force on any atom (eV Å⁻¹) = 1.4
- E_HOMO (eV) = -8.73
- relative energy (zero: lowest compared OMol25 entry of this formula, charge and spin) (kcal/mol) = 57.4
- gap between HOMO and LUMO (Eh) = 0.3526
- calculated total energy (hartree) = -285.32314

Each line ends with the natural charge from an NBO analysis.
Atoms and positions in Å:
C (-0.0311, -0.2022, 0.0354)  -0.30
O (2.0242, -0.7419, 0.0647)  -0.54
H (-1.9195, 0.4956, 0.8234)  0.22
N (1.6651, 1.7498, -0.3297)  -0.64
C (1.1180, 0.6612, -0.1458)  0.60
H (0.5634, -2.2935, 0.3768)  0.19
H (-1.9132, 0.2505, -0.9379)  0.22
C (0.8000, -1.2493, 0.1955)  0.27
C (-1.5124, -0.1154, 0.0129)  -0.63
H (1.0845, 2.5825, -0.2521)  0.39
H (-1.8790, -1.1372, 0.1569)  0.23



9.
# C4H5NO

A molecular structure, C4H5NO in a non-equilibrium geometry (ωB97M-V with the def2-TZVPD basis set, OMol25).

## Properties
- strongest force on any atom (eV Å⁻¹) = 5.1
- E_HOMO (eV) = -9.19
- relative energy (zero: lowest compared OMol25 entry of this formula, charge and spin) (kcal/mol) = 146.5
- gap between HOMO and LUMO (Eh) = 0.3459
- calculated total energy (hartree) = -285.18119

Each line ends with the natural charge from an NBO analysis.
Atoms and positions in Å:
C (-0.2203, -1.5918, -1.2423)  -0.49
H (-0.8149, -2.5788, -1.1357)  0.21
C (1.4713, 0.7278, 0.9089)  0.24
C (0.0583, 1.3499, 0.6413)  -0.14
N (2.4930, 0.1680, 1.0987)  -0.31
H (-0.5480, 1.1350, 1.5703)  0.22
O (-0.4744, 0.8025, -0.5672)  -0.53
C (-0.8918, -0.5023, -0.2997)  0.07
H (0.7201, -1.5227, -2.2370)  0.28
H (0.1806, 2.4199, 0.5367)  0.23
H (-1.9740, -0.4076, 0.7260)  0.22



10.
# C4H5NO

A single C4H5NO molecule (ωB97M-V with the def2-TZVPD basis set, OMol25).

## Properties
- strongest force on any atom (eV Å⁻¹) = 0.3
- E_HOMO (eV) = -8.03
- relative energy (zero: lowest compared OMol25 entry of this formula, charge and spin) (kcal/mol) = 18.7
- SMILES = Nc1ccoc1
- gap between HOMO and LUMO (Eh) = 0.3353
- calculated total energy (hartree) = -285.38483

Each line ends with the natural charge from an NBO analysis.
Atoms and positions in Å:
O (0.5059, 1.3029, 1.1835)  -0.40
H (-0.7041, -2.3257, 0.3490)  0.38
C (-0.0142, -0.4890, -0.0556)  0.07
H (-0.6165, -2.0143, -1.2832)  0.37
C (0.3422, -0.0501, 1.1791)  0.00
H (0.5163, -0.5724, 2.1059)  0.20
C (-0.0844, 0.6888, -0.8815)  -0.35
C (0.2521, 1.7255, -0.0698)  0.11
N (-0.1988, -1.8417, -0.3816)  -0.81
H (-0.3598, 0.7656, -1.9261)  0.23
H (0.3525, 2.7886, -0.2374)  0.20